Entry from OMol25: an isolated molecule of C9H16N2O3 at a distorted geometry (ωB97M-V with the def2-TZVPD basis set).

Each atom is followed by the atoms it is bonded to, with distances in Å.
Positions of all 30 atoms, in Å:
1 C -1.46615 1.74577 -1.64685  C2 1.358, N10 1.349, H15 1.082
2 C -1.88225 1.16124 -0.49435  C1 1.358, C3 1.505, O13 1.385
3 C -1.88407 -0.33703 -0.34832  C2 1.505, C4 1.519, H16 1.097, H17 1.097
4 C -0.59669 -0.99041 0.12324  C3 1.519, O12 1.360, O14 1.340
5 C 0.77639 -0.09423 -1.73980  C6 1.511, C7 1.505, N11 1.324
6 C 1.36862 1.04631 -0.94560  C5 1.511, H18 1.092, H19 1.089, H20 1.091
7 C 1.65792 -1.28710 -1.99655  C5 1.505, H21 1.089, H22 1.092, H23 1.088
8 C -2.05853 1.92188 1.72963  O13 1.412, H24 1.097, H25 1.096, H26 1.089
9 C 0.87932 -1.19803 1.97654  O14 1.417, H27 1.091, H28 1.094, H29 1.092
10 N -0.98221 1.06138 -2.70411  C1 1.349, N11 1.269
11 N -0.16968 0.08783 -2.64771  C5 1.324, N10 1.269
12 O -0.44516 -2.33336 -0.03189  C4 1.360, H30 0.965
13 O -2.59871 1.90830 0.42541  C2 1.385, C8 1.412
14 O -0.09479 -0.46872 1.25063  C4 1.340, C9 1.417
15 H -1.70208 2.78545 -1.83165  C1 1.082
16 H -2.67795 -0.60322 0.36053  C3 1.097
17 H -2.12341 -0.77481 -1.32477  C3 1.097
18 H 1.23152 1.97941 -1.49623  C6 1.092
19 H 2.43455 0.87627 -0.80144  C6 1.089
20 H 0.90186 1.17742 0.03226  C6 1.091
21 H 1.91914 -1.80047 -1.07249  C7 1.089
22 H 2.58567 -0.97166 -2.47757  C7 1.092
23 H 1.15342 -1.98344 -2.66254  C7 1.088
24 H -1.07304 2.40344 1.74007  C8 1.097
25 H -1.95737 0.91266 2.14446  C8 1.096
26 H -2.75242 2.49956 2.33864  C8 1.089
27 H 0.87590 -0.78133 2.98431  C9 1.091
28 H 1.86586 -1.05687 1.52572  C9 1.094
29 H 0.63790 -2.26239 2.00562  C9 1.092
30 H -0.76991 -2.59159 -0.90292  O12 0.965

As for the max |F|: 1.7 eV Å⁻¹. Its frontier orbital gap (alpha / beta) is 7.290 / 6.410 eV. As for the relative energy (zero: lowest compared OMol25 entry of this formula, charge and spin): 164.47 kcal per mole. As for the charge: 0. The multiplicity is 1.

Population analysis type natural (NBO), resulting atomic charges in e: number 1, C, carries -0.097; number 2, C, carries 0.245; number 3, C, carries -0.574; number 4, C, carries 0.705; number 5, C, carries 0.130; number 6, C, carries -0.687; number 7, C, carries -0.644; number 8, C, carries -0.242; number 9, C, carries -0.261; number 10, N, carries -0.244; number 11, N, carries -0.232; number 12, O, carries -0.701; number 13, O, carries -0.523; number 14, O, carries -0.513; number 15, H, carries 0.214; number 16, H, carries 0.243; number 17, H, carries 0.239; number 18, H, carries 0.226; number 19, H, carries 0.211; number 20, H, carries 0.231; number 21, H, carries 0.207; number 22, H, carries 0.213; number 23, H, carries 0.221; number 24, H, carries 0.171; number 25, H, carries 0.168; number 26, H, carries 0.192; number 27, H, carries 0.202; number 28, H, carries 0.189; number 29, H, carries 0.203; number 30, H, carries 0.508

=====

Entry from OMol25: a cluster of 2 separate species, C9H16N2P in total at a distorted geometry (ωB97M-V with the def2-TZVPD basis set).

Each atom is followed by the atoms it is bonded to, with distances in Å.
Positions of all 28 atoms, in Å:
1 C -2.81633 1.40060 1.44821  C2 1.372, C3 1.356, H13 1.046
2 C -3.28244 1.74316 0.20385  C1 1.372, C4 1.360, H14 1.011
3 C -1.84279 0.49802 1.72350  C1 1.356, C5 1.505, H15 1.030
4 C -2.62105 1.16699 -0.83547  C2 1.360, N10 1.330, H16 1.045
5 C -1.05018 -0.03253 0.55950  C3 1.505, C9 1.481, N10 1.336
6 C 2.30464 1.10867 -0.67493  C8 1.514, H17 1.047, H18 1.079, H19 1.156
7 C 1.84441 -1.93248 -0.86939  N11 1.404, H20 1.148, H21 1.107, H22 1.058
8 C 1.20970 0.37383 -1.41879  C6 1.514, N11 1.492, H23 1.104, H24 1.159
9 C 0.23044 -0.77415 0.49553  C5 1.481, N11 1.396, P12 1.914
10 N -1.62765 0.31636 -0.59398  C4 1.330, C5 1.336, H26 1.021
11 N 0.89359 -0.90941 -0.72545  C7 1.404, C8 1.492, C9 1.396
12 P 0.51673 -2.00727 1.93084  C9 1.914, H27 1.376, H28 1.374
13 H -3.34344 1.76886 2.27316  C1 1.046
14 H -3.88956 2.54504 0.10307  C2 1.011
15 H -1.42618 0.41727 2.66245  C3 1.030
16 H -2.79424 1.37680 -1.84470  C4 1.045
17 H 3.23337 0.64614 -0.53453  C6 1.047
18 H 2.58527 1.95891 -1.27776  C6 1.079
19 H 1.95484 1.13989 0.42695  C6 1.156
20 H 2.85580 -1.54554 -1.25162  C7 1.148
21 H 2.12860 -2.38462 0.10017  C7 1.107
22 H 1.48111 -2.75908 -1.42169  C7 1.058
23 H 1.64409 0.01245 -2.36712  C8 1.104
24 H 0.28873 1.06492 -1.28936  C8 1.159
25 H 1.27956 0.56470 1.50792  no bonds
26 H -1.07765 0.00927 -1.39709  N10 1.021
27 H -0.29814 -2.98778 1.41261  P12 1.376
28 H 1.61875 -2.77902 1.65412  P12 1.374

As for the max |F|: 4.9 eV Å⁻¹. Its frontier orbital gap (alpha / beta) is 6.874 / 7.098 eV. As for the relative energy (zero: lowest compared OMol25 entry of this formula, charge and spin): 84.73 kcal per mole. As for the charge: +1. The multiplicity is 1.

Population analysis type natural (NBO), resulting atomic charges in e: number 1, C, carries -0.126; number 2, C, carries -0.213; number 3, C, carries -0.170; number 4, C, carries 0.077; number 5, C, carries 0.213; number 6, C, carries -0.644; number 7, C, carries -0.432; number 8, C, carries -0.232; number 9, C, carries -0.083; number 10, N, carries -0.465; number 11, N, carries -0.476; number 12, P, carries 0.367; number 13, H, carries 0.241; number 14, H, carries 0.246; number 15, H, carries 0.247; number 16, H, carries 0.235; number 17, H, carries 0.221; number 18, H, carries 0.245; number 19, H, carries 0.192; number 20, H, carries 0.223; number 21, H, carries 0.216; number 22, H, carries 0.223; number 23, H, carries 0.241; number 24, H, carries 0.199; number 25, H, carries 0.036; number 26, H, carries 0.444; number 27, H, carries -0.030; number 28, H, carries 0.003